{"formula": "C8H9OPS", "method": "ωB97M-V/def2-TZVPD", "gap_ev": [7.82, 5.60], "e_tot_ha": -1124.90723, "multiplicity": 1, "de_lowest_ev": 1.565, "elements": ["C", "C", "C", "C", "C", "C", "C", "C", "O", "P", "S", "H", "H", "H", "H", "H", "H", "H", "H", "H"], "xyz": [[1.45211, 2.45421, 2.13419], [0.18169, 2.41756, 1.52949], [2.49306, 1.66006, 1.73608], [-0.04030, 1.42283, 0.65142], [2.22217, 0.59744, 0.75844], [0.95265, 0.47715, 0.27373], [-1.77718, -2.19368, -0.92072], [-1.99721, -2.16445, -2.50237], [-0.94803, -1.18442, -0.45169], [0.69475, -1.10199, -0.62171], [-0.46001, -2.44677, -3.46501], [1.72101, 3.16717, 2.81656], [-0.52619, 3.20830, 1.87038], [3.40217, 1.63405, 2.30237], [-0.85046, 1.57770, -0.07191], [2.91144, -0.23001, 0.59056], [-2.79219, -1.76537, -0.64325], [-1.49070, -3.17403, -0.41191], [-2.67698, -3.11794, -2.73315], [-2.47181, -1.23780, -2.84149]], "forces_ev_per_angstrom": [[0.25, -0.91, -1.51], [0.79, 1.08, 1.79], [-1.00, -2.68, -1.48], [-0.81, 0.15, -2.80], [0.67, 1.12, 2.33], [-0.71, -0.38, -0.33], [-2.00, 0.31, -0.73], [0.52, -2.69, 0.02], [1.55, 1.07, 0.25], [-1.07, -0.01, -0.20], [-0.42, 0.43, 0.91], [0.11, 1.83, 1.90], [0.29, -0.92, -0.80], [0.52, 0.30, -0.14], [-0.39, -0.77, 0.77], [0.29, 0.48, -0.08], [0.90, -1.31, 0.46], [-0.67, 1.03, -1.19], [1.22, 2.15, 0.47], [-0.05, -0.28, 0.37]]}